The following is a quantum chemistry calculation of 5 unconnected molecules or ions with the total composition C3H13NO2S2 at a distorted geometry, from the OMol25 dataset.

## Properties
E (eV): -30567.0645
Gap between HOMO and LUMO (eV): 3.821
HOMO energy (eV): -8.6079
Energy relative to the best compared isomer or geometry (same formula, charge and spin) (kcal per mole): 248.12
Charge: 0

Cartesian coordinates (Å):
N (0.684, -1.432, -0.245)
C (0.309, -0.191, -0.743)
C (-0.041, 0.897, 0.301)
S (-1.065, 2.133, -0.455)
S (-2.415, -1.409, 0.434)
C (-3.332, 0.075, 0.160)
H (-0.076, -1.949, 0.176)
H (1.516, -1.247, 0.334)
H (-0.678, -0.173, -1.404)
H (1.138, 0.177, -1.361)
H (-1.353, -0.030, -1.917)
H (-0.451, 0.431, 1.214)
H (-4.341, -0.355, 0.104)
H (-3.256, 0.637, -0.794)
H (-2.997, 0.778, 0.940)
H (2.887, 0.148, 0.435)
H (3.993, 0.701, -0.921)
O (3.241, 0.189, -0.618)
H (0.944, 1.334, 0.534)
H (2.955, -0.388, 2.284)
O (2.338, -0.326, 1.543)